Model one:
C3H6N2S | ωB97M-V with the def2-TZVPD basis set

Geometry as XYZ:
```
12
Properties=species:S:1:pos:R:3:nbo_charge:R:1
N 1.4985 0.9267 0.3393 -0.87
C 0.0706 0.6191 0.1766 -0.08
C -0.5131 -0.7521 0.7625 -0.24
N -0.9758 -1.0080 -0.6726 -0.57
C -0.5116 0.1050 -1.2814 0.07
S -0.6933 0.8039 -2.7073 -0.06
H 1.8680 1.2915 1.2389 0.38
H 2.1978 0.4656 -0.1937 0.38
H -0.3770 1.4459 0.7285 0.21
H -1.3872 -0.5590 1.5017 0.19
H 0.1663 -1.4866 1.0568 0.19
H -1.3432 -1.8518 -0.9493 0.40
```

Computed properties:
Kohn-Sham gap = 9.1 eV
2S+1 = 1
SMILES string = N[C@@H]1CNC1=S

Model two:
C3H6N2S | ωB97M-V with the def2-TZVPD basis set

Geometry as XYZ:
```
12
Properties=species:S:1:pos:R:3:nbo_charge:R:1
N -2.3556 -0.5373 -0.0126 -0.78
C -1.0184 -0.7718 -0.1132 0.11
C -0.0822 0.2012 -0.0359 -0.43
C 1.3575 -0.0492 0.0682 0.11
N 2.0355 1.0926 -0.0735 -0.76
S 2.1500 -1.4970 0.0066 -0.24
H -2.6788 0.3573 0.4025 0.39
H -2.9885 -1.2888 0.1017 0.39
H -0.6385 -1.7431 -0.3454 0.23
H -0.3828 1.2127 0.0292 0.18
H 3.0650 1.0817 0.0528 0.41
H 1.5367 1.9418 -0.0806 0.38
```

Computed properties:
Kohn-Sham gap = 8.7 eV
2S+1 = 1
SMILES string = N/C=C/C(N)=S

Model three:
C3H6N2S | ωB97M-V with the def2-TZVPD basis set

Geometry as XYZ:
```
12
Properties=species:S:1:pos:R:3:nbo_charge:R:1
N 1.9556 -1.2969 0.1390 -0.61
N 0.8181 -0.8260 0.5636 -0.27
C 0.5708 0.5460 0.3129 -0.04
C -0.6567 0.9727 0.4153 -0.24
C -1.7436 -0.1065 0.3921 -0.53
S -0.8733 -1.6170 -0.2434 0.13
H 2.2293 -2.2815 0.3781 0.38
H 2.1605 -1.0277 -0.7619 0.33
H 1.4078 1.2002 0.3815 0.21
H -0.9028 1.9067 0.2782 0.20
H -2.1319 -0.4224 1.2787 0.21
H -2.5937 -0.1422 -0.2716 0.23
```

Computed properties:
Kohn-Sham gap = 8.2 eV
2S+1 = 1
SMILES string = NN1C=CCS1

Model four:
C3H6N2S | ωB97M-V with the def2-TZVPD basis set

Geometry as XYZ:
```
12
Properties=species:S:1:pos:R:3:nbo_charge:R:1
S 2.1069 1.3436 -1.7737 0.16
N 0.7417 0.6732 -0.9556 -0.60
C 0.9063 -0.4512 -0.3625 0.26
N -0.0764 -1.1109 0.3684 -0.44
C -0.6803 -0.2590 1.4486 -0.25
C -1.3878 -0.6519 0.2212 -0.25
H 1.6154 2.5521 -2.0175 0.12
H 1.8306 -0.9564 -0.5691 0.16
H -0.2855 0.8026 1.4459 0.21
H -1.0110 -0.6794 2.4082 0.21
H -2.2076 -1.3378 0.3842 0.20
H -1.5523 0.0750 -0.5981 0.22
```

Computed properties:
Kohn-Sham gap = 9.8 eV
2S+1 = 1
SMILES string = S/N=C/N1CC1

It is model three that is the least stable of them.

Model one:
C2H5NOS | ωB97M-V with the def2-TZVPD basis set

Geometry as XYZ:
```
10
Properties=species:S:1:pos:R:3:nbo_charge:R:1
C -1.7617 -0.4757 0.1531 -0.31
C -0.6051 -0.1802 -0.4041 -0.48
S 1.0488 0.0284 0.2269 1.76
N 1.6991 1.3442 -0.0316 -1.12
O 1.9484 -1.2713 -0.0462 -0.90
H -2.7843 -0.3225 -0.2919 0.23
H -1.8082 -0.9344 1.1655 0.20
H -0.7252 0.2444 -1.3068 0.22
H 0.8051 0.1979 1.4994 0.02
H 2.1830 1.3692 -0.9644 0.39
```

Computed properties:
Kohn-Sham gap = 10.3 eV
2S+1 = 1
SMILES string = C=C[S@H](=N)=O

Model two:
C2H5NOS | ωB97M-V with the def2-TZVPD basis set

Geometry as XYZ:
```
10
Properties=species:S:1:pos:R:3:nbo_charge:R:1
N -0.9442 -0.2564 1.1621 -0.82
C -0.3632 -0.4388 -0.0576 -0.33
C 0.6989 0.7088 -0.6011 0.19
O 1.0125 0.2801 -1.8455 -0.64
S 1.3129 1.9279 0.3170 -0.08
H -1.2099 0.6984 1.3346 0.38
H -0.2918 -0.4757 2.0369 0.38
H -1.0681 -0.6095 -0.8739 0.20
H 0.4822 -1.2599 0.2017 0.23
H 0.3706 -0.5749 -1.6743 0.49
```

Computed properties:
Kohn-Sham gap = 9.3 eV
2S+1 = 1
SMILES string = NCC(O)=S

It is model one that is the least stable of them.

Model one:
C25H28NO | ωB97M-V with the def2-TZVPD basis set

Geometry as XYZ:
```
55
Properties=species:S:1:pos:R:3:nbo_charge:R:1
C 4.3987 -3.2185 1.3012 -0.15
C 3.3760 -3.3631 2.2235 -0.21
C 2.3656 -2.4318 2.2770 -0.18
C 2.3705 -1.3203 1.4219 -0.07
C 1.2870 -0.3254 1.4650 0.26
C -0.0496 -0.7763 1.4669 -0.33
C -1.1474 0.0207 1.5994 0.07
C -2.5087 -0.4346 1.5538 -0.08
C -3.5481 0.5048 1.5807 -0.12
C -4.8629 0.1065 1.5076 -0.22
C -5.1769 -1.2366 1.4137 -0.12
C -4.1719 -2.1840 1.3900 -0.22
C -2.8545 -1.7936 1.4575 -0.14
C 1.6333 1.1072 1.5057 -0.07
C 1.0746 2.0298 0.6099 -0.20
C 1.4383 3.3564 0.6470 -0.20
C 2.3519 3.8003 1.5865 -0.15
C 2.9163 2.9106 2.4809 -0.21
C 2.5767 1.5791 2.4325 -0.17
C 3.4282 -1.1863 0.5094 -0.16
C 4.4206 -2.1354 0.4395 -0.21
H 5.1745 -3.9641 1.2426 0.23
H 3.3671 -4.2060 2.8979 0.23
H 1.5703 -2.5280 2.9955 0.22
H -0.2051 -1.8304 1.3293 0.23
H -0.9884 1.0766 1.7260 0.22
H -3.2994 1.5509 1.6466 0.22
H -5.6469 0.8452 1.5183 0.23
H -6.2072 -1.5448 1.3617 0.23
H -4.4192 -3.2313 1.3198 0.23
H -2.0857 -2.5441 1.4399 0.21
H 0.3849 1.6753 -0.1355 0.22
H 1.0168 4.0511 -0.0612 0.23
H 2.6125 4.8454 1.6320 0.23
H 3.6099 3.2650 3.2270 0.23
H 3.0213 0.8841 3.1228 0.23
H 3.4245 -0.3525 -0.1710 0.22
H 5.1975 -2.0518 -0.3053 0.23
C -1.1070 2.8006 -2.9554 -0.60
C -0.8408 1.5798 -3.8163 -0.40
C -0.7503 0.2940 -2.9867 -0.06
C -0.4172 -0.9152 -3.8675 -0.07
O -0.3692 -2.1000 -3.1039 -0.74
N -1.9748 0.0454 -2.2418 -0.84
H -1.1634 3.7192 -3.5439 0.22
H -2.0496 2.6946 -2.4152 0.22
H -0.3202 2.9356 -2.2111 0.18
H -1.6353 1.4588 -4.5627 0.20
H 0.0836 1.7058 -4.3955 0.21
H 0.0573 0.4137 -2.2449 0.17
H -1.1860 -1.0237 -4.6421 0.16
H 0.5418 -0.7655 -4.3808 0.16
H -0.1127 -2.8650 -3.6697 0.48
H -2.7310 -0.1119 -2.8950 0.35
H -1.8700 -0.8162 -1.7238 0.37
```

Computed properties:
Kohn-Sham gap = 6.3 eV
total charge = +1
2S+1 = 1

Model two:
C25H28NO | ωB97M-V with the def2-TZVPD basis set

Geometry as XYZ:
```
55
Properties=species:S:1:pos:R:3:nbo_charge:R:1
C 4.3917 -3.2279 1.3717 -0.15
C 3.2130 -3.4321 2.1039 -0.20
C 2.1691 -2.5128 2.0258 -0.19
C 2.3378 -1.3031 1.3166 -0.06
C 1.2564 -0.3222 1.2097 0.21
C -0.0786 -0.7705 1.1270 -0.32
C -1.2035 0.0269 1.1589 0.07
C -2.5582 -0.4545 1.2618 -0.07
C -3.6060 0.4971 1.3595 -0.15
C -4.9362 0.1000 1.4426 -0.22
C -5.2715 -1.2624 1.3911 -0.14
C -4.2508 -2.2187 1.3034 -0.21
C -2.9102 -1.8303 1.2335 -0.16
C 1.6261 1.0942 1.2329 -0.06
C 0.9805 2.0654 0.4406 -0.21
C 1.2943 3.4205 0.5816 -0.21
C 2.3066 3.8245 1.4634 -0.15
C 2.9854 2.8693 2.2324 -0.21
C 2.6742 1.5223 2.0898 -0.17
C 3.5792 -1.0604 0.6774 -0.17
C 4.5643 -2.0412 0.6447 -0.22
H 5.1783 -3.9847 1.3707 0.23
H 3.1015 -4.3242 2.7227 0.23
H 1.2258 -2.6995 2.5444 0.22
H -0.2271 -1.8509 1.0498 0.23
H -1.0736 1.1077 1.2104 0.22
H -3.3476 1.5582 1.3488 0.22
H -5.7248 0.8503 1.5261 0.24
H -6.3178 -1.5751 1.4222 0.24
H -4.5071 -3.2800 1.2685 0.24
H -2.1259 -2.5806 1.1265 0.22
H 0.2505 1.7264 -0.2986 0.24
H 0.7472 4.1760 0.0122 0.23
H 2.5689 4.8804 1.5584 0.23
H 3.7648 3.1705 2.9350 0.24
H 3.2403 0.7756 2.6517 0.23
H 3.7443 -0.1022 0.1785 0.23
H 5.4695 -1.8747 0.0587 0.23
C -1.1215 2.8097 -2.7890 -0.61
C -0.8853 1.4886 -3.5153 -0.40
C -0.5560 0.2571 -2.6892 -0.06
C -0.3907 -0.9399 -3.6277 -0.06
O -0.3121 -2.0895 -2.8116 -0.74
N -1.4894 -0.0763 -1.6647 -0.87
H -1.2152 3.5996 -3.5439 0.23
H -2.0550 2.8057 -2.2100 0.20
H -0.2830 3.0767 -2.1326 0.20
H -1.7642 1.2380 -4.1257 0.21
H -0.0409 1.6056 -4.2070 0.21
H 0.3972 0.4202 -2.1545 0.16
H -1.2842 -1.0030 -4.2724 0.17
H 0.5301 -0.7922 -4.2151 0.18
H -0.1298 -2.8497 -3.3866 0.48
H -2.2574 0.5595 -1.4811 0.38
H -1.6732 -1.0674 -1.5280 0.40
```

Computed properties:
Kohn-Sham gap = 6.2 eV
total charge = +1
2S+1 = 1

It is model two that is the least stable of them.

Model one:
C6H9O2 | ωB97M-V with the def2-TZVPD basis set

Geometry as XYZ:
```
17
Properties=species:S:1:pos:R:3:nbo_charge:R:1
O 0.8417 3.5473 -1.4530 -0.81
C 0.2574 2.6834 -0.7307 0.75
O -0.4231 2.9116 0.2681 -0.77
C 0.5731 1.2463 -1.1764 -0.53
C -0.2754 0.1673 -0.4504 -0.42
C 0.1072 -0.4793 0.9193 -0.53
C -0.7674 -2.7307 1.1715 -0.48
C 0.3359 -1.9627 1.0674 -0.05
H 0.3941 1.1573 -2.2710 0.21
H 1.6551 1.2333 -1.0672 0.21
H -1.2672 0.6417 -0.3922 0.24
H -0.4080 -0.6563 -1.1686 0.18
H -0.7695 -0.2342 1.6203 0.19
H 0.7972 0.2641 1.5011 0.24
H -1.8034 -2.3641 1.0280 0.21
H -0.7556 -3.8518 1.2264 0.19
H 1.5079 -1.5734 -0.0925 0.17
```

Computed properties:
Kohn-Sham gap = 6.0 eV
total charge = -1
2S+1 = 1

Model two:
C6H9O2 | ωB97M-V with the def2-TZVPD basis set

Geometry as XYZ:
```
17
Properties=species:S:1:pos:R:3:nbo_charge:R:1
C -3.8599 -0.2927 0.3315 0.68
C 0.8349 -2.0221 0.3766 -0.44
C 1.3388 -1.2987 -0.8967 -0.28
C 0.5252 -0.6121 -0.0992 0.10
C 0.0445 1.8152 -0.5297 -0.58
C -0.0939 0.6639 0.4185 -0.49
O -3.1909 0.6995 0.5214 -0.78
O -4.5497 -0.7191 -0.5803 -0.77
H 0.1990 -2.8953 0.2684 0.18
H 1.5024 -2.1109 1.1716 0.16
H 1.6098 -1.4363 -1.9144 0.21
H -4.0139 -1.0897 1.2742 -0.10
H 1.1077 2.1677 -0.7159 0.18
H -0.4859 2.5685 -0.2222 0.20
H -0.4287 1.5761 -1.5259 0.21
H -1.2219 0.4345 0.5814 0.33
H 0.4346 0.8310 1.4726 0.20
```

Computed properties:
Kohn-Sham gap = 7.4 eV
total charge = -1
2S+1 = 1

It is model one that is the least stable of them.